--- w ---
DFT (ωB97M-V/def2-TZVPD) results for 2 unconnected molecules or ions with the total composition C9H19N2.

**HOMO**: -11.6 eV

The geometry in ORCA input format:
```
! RIJCOSX wB97M-V def2-TZVPD def2/J DEFGRID3
* xyz 1 1
C 1.350 -0.904 -2.358
C 0.429 -0.350 -1.619
C 0.278 -0.519 2.441
C 2.731 -1.285 -1.934
C -3.045 -0.141 -0.382
C 0.568 2.626 -0.800
C -1.618 -0.807 -0.566
C -0.618 1.716 -0.543
C -0.537 0.205 -0.948
N 1.550 -0.896 2.324
N -0.498 -0.891 3.440
H 1.242 -1.011 -3.356
H 0.039 0.130 1.548
H 2.495 -1.846 -0.930
H 3.309 -0.289 -1.572
H 3.218 -1.928 -2.646
H -3.658 -0.067 -1.270
H -2.921 0.798 0.062
H -3.548 -0.695 0.282
H 0.774 2.650 -1.952
H 0.468 3.593 -0.502
H 1.403 2.217 -0.450
H -1.918 -1.570 -1.294
H -1.201 -1.396 0.392
H -1.577 2.078 -1.153
H -0.803 1.684 0.466
H 2.232 -0.412 1.782
H 1.960 -1.440 3.078
H -1.468 -0.750 3.303
H -0.063 -1.423 4.193
*
```

Atomic partial charges in e from the Löwdin method, atoms 1 to 2: -0.16, -0.02

***

--- x ---
DFT (ωB97M-V/def2-TZVPD) results for a gas-phase ion, C9H19N2 (charge +1).

**HOMO (alpha / beta)**: -14.5 / -14.6 eV
**Structure (SMILES)**: CC1(C)CCCC(C)(C)[N+]1=N

The geometry in ORCA input format:
```
! RIJCOSX wB97M-V def2-TZVPD def2/J DEFGRID3
* xyz 1 1
C 0.684 -1.269 1.282
C -0.825 -1.176 1.230
C 1.584 -0.637 0.188
C -1.215 -0.497 -0.123
C 1.057 0.753 -0.306
C -2.660 -0.068 0.031
C -1.117 -1.645 -1.221
C 1.561 1.003 -1.708
C 1.382 1.843 0.722
N -1.239 1.829 -0.814
N -0.400 0.568 -0.399
H 0.866 -0.778 2.199
H 1.001 -2.399 1.339
H -1.488 -2.100 1.216
H -1.202 -0.451 2.012
H 2.573 -0.421 0.551
H 1.764 -1.295 -0.727
H -2.815 0.827 0.556
H -3.391 -0.683 0.629
H -3.012 0.109 -0.922
H -1.238 -1.463 -2.342
H -1.979 -2.477 -1.086
H -0.151 -2.279 -1.170
H 1.327 2.076 -1.992
H 1.333 0.251 -2.454
H 2.671 1.018 -1.622
H 0.443 2.374 1.064
H 2.167 2.597 0.421
H 1.705 1.290 1.602
H -0.610 2.567 -1.221
*
```

Atomic partial charges in e from the Löwdin method, atoms 1 to 2: -0.16, -0.11

***

Relative energies, unit hartree: w 0.0000; x 0.0579

***

--- w ---
DFT (ωB97M-V/def2-TZVPD) results for 2 unconnected molecules or ions with the total composition C5H9NOS.

**HOMO**: -8.5 eV

The geometry in ORCA input format:
```
! RIJCOSX wB97M-V def2-TZVPD def2/J DEFGRID3
* xyz 0 1
C 0.055 1.058 -0.368
C -0.410 -0.185 -1.118
C 0.568 -1.375 -0.825
C 0.577 -0.281 1.473
C -0.494 0.625 0.979
H 1.607 2.341 -1.304
H -0.363 2.064 -0.740
H -0.524 -0.119 -2.246
H 1.435 -1.373 -1.549
H 0.022 -2.303 -1.130
H 2.013 -0.679 0.144
H 1.311 0.703 1.698
H 0.248 -0.675 2.487
H -0.703 1.402 1.615
N 1.299 -1.288 0.493
O 1.514 1.303 -0.434
S -1.751 -0.114 0.012
*
```

Atomic partial charges in e from the Löwdin method, atoms 1 to 2: -0.51, -0.52

***

--- x ---
DFT (ωB97M-V/def2-TZVPD) results for a single C5H9NOS molecule.

**HOMO**: -9.5 eV
**Structure (SMILES)**: CCC[C@H]1N=C1SO

The geometry in ORCA input format:
```
! RIJCOSX wB97M-V def2-TZVPD def2/J DEFGRID3
* xyz 0 1
C -0.240 1.220 1.485
C 0.452 -0.054 1.508
C -0.186 -1.134 -1.306
C 1.387 -0.327 0.287
C 0.627 0.102 -0.979
N 0.763 1.286 2.195
O -2.364 0.997 -0.244
S -1.879 2.108 0.848
H 0.003 -0.783 2.108
H 0.495 -1.869 -1.734
H -0.748 -0.779 -2.205
H -0.815 -1.354 -0.511
H 2.309 0.290 0.353
H 1.575 -1.364 0.326
H 0.097 1.090 -0.576
H 1.233 0.287 -1.802
H -2.707 0.284 0.249
*
```

Atomic partial charges in e from the Löwdin method, atoms 1 to 2: -0.52, -0.24

***

Relative energies, unit hartree: w 0.0271; x 0.0000

***

--- w ---
DFT (ωB97M-V/def2-TZVPD) results for a single C5H9NOS molecule.

**HOMO**: -8.5 eV

The geometry in ORCA input format:
```
! RIJCOSX wB97M-V def2-TZVPD def2/J DEFGRID3
* xyz 0 1
C -0.729 0.168 -0.304
C 0.229 1.057 -0.537
C -2.193 0.562 -0.446
C -3.180 -0.398 -0.944
C 2.798 1.182 0.739
N 1.999 -1.192 -0.676
O -2.608 1.609 0.035
S 2.025 0.497 -0.770
H -0.626 -0.849 0.156
H 0.031 2.032 -0.940
H -4.212 0.034 -0.823
H -3.136 -1.368 -0.290
H -3.106 -0.517 -2.061
H 3.084 2.261 0.536
H 3.756 0.630 0.981
H 2.023 1.426 1.536
H 2.460 -1.624 -1.444
*
```

Atomic partial charges in e from the Löwdin method, atoms 1 to 2: -0.09, -0.24

***

--- x ---
DFT (ωB97M-V/def2-TZVPD) results for a single C5H9NOS molecule.

**HOMO**: -7.9 eV

The geometry in ORCA input format:
```
! RIJCOSX wB97M-V def2-TZVPD def2/J DEFGRID3
* xyz 0 1
C 0.860 -1.111 -0.109
C 0.109 1.735 -0.466
C 1.461 1.675 0.262
C -1.085 -0.232 -0.304
C -1.825 -1.215 0.569
N 0.785 -2.311 -0.428
O -0.944 1.043 0.155
S 2.188 -0.059 0.367
H -0.104 2.845 -0.415
H 0.436 1.285 -1.410
H 2.237 2.394 -0.301
H 1.397 1.994 1.298
H -1.093 -0.421 -1.328
H -2.009 -1.034 1.629
H -1.235 -2.188 0.408
H -2.803 -1.534 0.287
H 1.625 -2.867 -0.214
*
```

Atomic partial charges in e from the Löwdin method, atoms 1 to 2: -0.61, -0.28

***

Relative energies, unit hartree: w 0.0141; x 0.0000

***

--- w ---
DFT (ωB97M-V/def2-TZVPD) results for a molecular structure, C21H10BrIMnN3S4.

**<S²>**: 8.758
**HOMO (alpha / beta)**: -4.9 / -5.2 eV

The geometry in ORCA input format:
```
! RIJCOSX wB97M-V def2-TZVPD def2/J DEFGRID3
* xyz -1 6
Mn -1.847 -0.315 -0.510
S -1.849 0.660 1.656
C -2.227 2.267 1.188
C -2.721 3.099 2.179
C -2.998 4.419 1.941
C -3.737 5.189 2.891
N -4.403 5.750 3.650
C -2.881 4.934 0.653
C -2.459 4.098 -0.352
C -2.097 2.774 -0.128
S -1.850 1.835 -1.580
C -3.443 6.230 0.340
N -3.848 7.249 -0.017
H -2.954 2.704 3.135
H -2.349 4.418 -1.376
S -3.596 -2.192 -1.067
C -2.122 -3.043 -0.866
N -0.998 -2.390 -0.583
C 0.102 -3.283 -0.470
C 1.422 -2.905 -0.187
C 2.428 -3.932 -0.236
C 2.062 -5.256 -0.453
C 0.727 -5.651 -0.642
C -0.228 -4.627 -0.715
S -1.955 -4.795 -0.890
H 1.705 -1.880 -0.006
H 3.438 -3.639 -0.089
H 2.798 -6.061 -0.503
H 0.482 -6.681 -0.613
Br 5.212 -1.013 -2.406
C 3.854 -0.442 -1.258
C 4.164 -0.274 0.083
C 3.262 0.303 0.935
C 2.013 0.733 0.463
C 1.713 0.532 -0.882
C 2.596 -0.107 -1.761
I 1.990 -0.471 -3.744
H 5.168 -0.538 0.384
H 3.509 0.299 2.017
H 1.182 1.153 1.112
H 0.738 0.849 -1.291
*
```

Atomic partial charges in e from the Löwdin method, atoms 1 to 2: 0.35, 0.55

***

--- x ---
DFT (ωB97M-V/def2-TZVPD) results for a molecular structure, C21H10BrIMnN3S4.

**<S²>**: 8.759
**HOMO (alpha / beta)**: -4.8 / -5.1 eV

The geometry in ORCA input format:
```
! RIJCOSX wB97M-V def2-TZVPD def2/J DEFGRID3
* xyz -1 6
Mn 1.798 1.235 -1.482
S -0.486 0.892 -1.764
C -0.287 -0.306 -3.040
C -1.475 -1.025 -3.319
C -1.474 -1.870 -4.409
C -2.752 -2.492 -4.700
N -3.826 -2.832 -4.759
C -0.270 -2.173 -5.087
C 0.869 -1.453 -4.821
C 0.885 -0.443 -3.826
S 2.329 0.520 -3.663
C -0.299 -2.932 -6.326
N -0.312 -3.616 -7.267
H -2.407 -0.831 -2.796
H 1.751 -1.644 -5.396
S 1.935 3.073 0.431
C 2.116 1.573 1.229
N 2.177 0.442 0.515
C 2.124 -0.653 1.287
C 2.143 -1.980 0.831
C 1.986 -3.014 1.703
C 1.840 -2.749 3.088
C 1.801 -1.442 3.568
C 2.060 -0.421 2.672
S 2.093 1.303 2.919
H 2.182 -2.246 -0.244
H 1.868 -4.051 1.330
H 1.526 -3.518 3.813
H 1.549 -1.254 4.616
Br -1.613 5.828 3.880
C -1.663 4.013 3.373
C -1.720 2.997 4.339
C -1.818 1.683 3.918
C -1.791 1.408 2.536
C -1.819 2.406 1.588
C -1.660 3.714 1.987
I -1.442 5.172 0.567
H -1.797 3.282 5.365
H -2.083 0.901 4.614
H -1.964 0.398 2.174
H -2.076 2.103 0.557
*
```

Atomic partial charges in e from the Löwdin method, atoms 1 to 2: 0.33, 0.53

***

Relative energies, unit hartree: w 0.0000; x 0.0151

***

--- w ---
DFT (ωB97M-V/def2-TZVPD) results for 2 unconnected molecules or ions with the total composition C2H5ClOS.

**HOMO (alpha / beta)**: -9.0 / -9.0 eV
**Structure (SMILES)**: CC(=S)Cl.O

The geometry in ORCA input format:
```
! RIJCOSX wB97M-V def2-TZVPD def2/J DEFGRID3
* xyz 0 1
C 0.031 -1.249 -0.926
C 0.931 -0.118 -0.595
O -0.259 1.801 1.408
S 1.006 1.250 -1.449
Cl 1.961 -0.381 0.762
H 0.098 -1.463 -1.993
H 0.273 -2.140 -0.352
H -0.998 -0.957 -0.716
H 0.264 1.919 2.203
H -0.099 2.556 0.838
*
```

Atomic partial charges in e from the Löwdin method, atoms 1 to 2: -0.19, -1.29

***

--- x ---
DFT (ωB97M-V/def2-TZVPD) results for a single C2H5ClOS molecule.

**HOMO**: -9.6 eV
**Structure (SMILES)**: CCOSCl

The geometry in ORCA input format:
```
! RIJCOSX wB97M-V def2-TZVPD def2/J DEFGRID3
* xyz 0 1
C 0.322 0.478 1.140
C 0.498 -0.472 -0.098
O -0.548 -1.138 -0.603
S -1.863 0.387 -1.214
Cl -1.510 -0.029 -3.189
H -0.626 1.181 1.121
H 0.319 -0.082 2.094
H 1.254 1.017 1.097
H 1.003 -1.311 0.450
H 1.153 -0.031 -0.799
*
```

Atomic partial charges in e from the Löwdin method, atoms 1 to 2: -0.10, -0.48

***

Relative energies, unit hartree: w 0.0000; x 0.0871

***

--- w ---
DFT (ωB97M-V/def2-TZVPD) results for 2 unconnected molecules or ions with the total composition C2H7N3S.

**HOMO**: -9.0 eV
**Structure (SMILES)**: [H]/N=N/SN.C=C

The geometry in ORCA input format:
```
! RIJCOSX wB97M-V def2-TZVPD def2/J DEFGRID3
* xyz 0 1
C -0.870 1.503 -1.638
C -0.398 1.346 -2.852
N 0.052 0.069 1.822
N -0.805 -0.850 1.998
N 1.721 -2.085 1.656
S 1.606 -0.378 1.597
H -0.791 2.447 -1.139
H -1.486 0.758 -1.146
H -0.109 0.410 -3.222
H 0.032 2.137 -3.446
H -1.738 -0.520 2.380
H 1.902 -2.353 2.703
H 0.886 -2.483 1.288
*
```

Atomic partial charges in e from the Löwdin method, atoms 1 to 2: -0.08, -0.08

***

--- x ---
DFT (ωB97M-V/def2-TZVPD) results for a single C2H7N3S molecule.

**HOMO**: -8.8 eV
**Structure (SMILES)**: [H]/N=C(\NN)SC

The geometry in ORCA input format:
```
! RIJCOSX wB97M-V def2-TZVPD def2/J DEFGRID3
* xyz 0 1
C 2.382 -0.174 0.135
C -0.247 0.636 -0.017
H 2.379 0.331 1.076
H 2.443 0.441 -0.746
H 3.144 -0.960 0.117
H -0.354 2.597 -0.037
H -2.197 1.153 0.290
H -2.045 -1.247 -0.871
H -2.146 -1.438 0.783
N 0.265 1.813 -0.109
N -1.602 0.388 0.117
N -2.264 -0.805 0.003
S 0.698 -0.839 -0.087
*
```

Atomic partial charges in e from the Löwdin method, atoms 1 to 2: -0.38, -0.76

***

Relative energies, unit hartree: w 0.0803; x 0.0000

***

--- w ---
DFT (ωB97M-V/def2-TZVPD) results for a single C3H5FN2 molecule.

**HOMO**: -9.2 eV
**Structure (SMILES)**: [H]/N=C/C(F)/C=N/[H]

The geometry in ORCA input format:
```
! RIJCOSX wB97M-V def2-TZVPD def2/J DEFGRID3
* xyz 0 1
C 1.268 -0.590 0.247
C -1.248 0.157 -0.264
C -0.455 -0.888 0.458
N 1.851 0.503 0.314
N -1.817 0.984 0.516
F -0.781 -2.076 0.022
H 1.610 -1.587 -0.229
H -1.458 0.153 -1.332
H -0.729 -0.769 1.548
H 2.792 0.672 0.042
H -2.624 1.596 0.189
*
```

Atomic partial charges in e from the Löwdin method, atoms 1 to 2: -0.15, -0.21

***

--- x ---
DFT (ωB97M-V/def2-TZVPD) results for 2 unconnected molecules or ions with the total composition C3H5FN2.

**HOMO**: -8.1 eV

The geometry in ORCA input format:
```
! RIJCOSX wB97M-V def2-TZVPD def2/J DEFGRID3
* xyz 0 1
C -1.961 1.829 0.174
C -1.778 0.831 -0.458
C 1.539 -1.125 0.012
N 1.169 0.108 0.204
N 1.793 1.232 0.134
F 3.140 0.999 -0.206
H -2.112 2.720 0.707
H -1.653 -0.048 -1.017
H 0.824 -1.914 0.136
H 2.554 -1.341 -0.257
H 0.191 0.304 0.441
*
```

Atomic partial charges in e from the Löwdin method, atoms 1 to 2: 0.03, -0.01

***

--- y ---
DFT (ωB97M-V/def2-TZVPD) results for a single C3H5FN2 molecule.

**HOMO**: -9.3 eV
**Structure (SMILES)**: F[C@H]1C=NNC1

The geometry in ORCA input format:
```
! RIJCOSX wB97M-V def2-TZVPD def2/J DEFGRID3
* xyz 0 1
C -0.346 0.400 -0.836
C 0.647 1.014 0.178
C -1.137 -0.531 0.091
H -0.896 0.969 -1.569
H 0.283 2.034 0.451
H 1.626 1.291 -0.266
H 0.961 0.413 2.109
H -2.168 -0.978 -0.074
N 0.719 -0.024 1.255
N -0.524 -0.702 1.225
F 0.427 -0.438 -1.623
*
```

Atomic partial charges in e from the Löwdin method, atoms 1 to 2: -0.29, -0.14

***

Relative energies, unit hartree: w 0.0312; x 0.1621; y 0.0000